Density functional theory data (ωB97M-V with the def2-TZVPD basis set) for a structure of composition C13H37O6PdS5.

Each line ends with the natural charge from an NBO analysis.
Element x y z (Å)
1 Pd -10.1975 -15.5347 -10.1288  1.4717
2 C -8.4686 -14.2239 -12.9185  -0.6503
3 C -9.5525 -15.1726 -13.2004  -0.0055
4 C -9.1993 -15.8731 -14.5239  -0.6226
5 O -9.8708 -16.0840 -12.2124  -0.2678
6 H -8.7337 -13.5419 -12.1106  0.2067
7 H -8.1670 -13.5976 -13.7580  0.2497
8 H -7.5309 -14.5735 -12.4863  0.2351
9 H -10.4080 -14.5738 -13.5129  0.2533
10 H -10.0529 -16.4167 -14.9290  0.2214
11 H -8.3632 -16.5314 -14.2877  0.2238
12 H -8.9136 -15.2070 -15.3380  0.2343
13 C -10.0781 -10.6073 -9.8333  -0.8113
14 S -10.9199 -12.1888 -10.2978  1.2089
15 O -10.1869 -13.4031 -9.6926  -0.9979
16 C -12.3395 -11.8852 -9.1859  -0.7968
17 H -9.1715 -10.4078 -10.4046  0.2547
18 H -9.7531 -10.7918 -8.8093  0.2364
19 H -10.7320 -9.7510 -9.6685  0.2694
20 H -12.7155 -10.8972 -9.4516  0.2486
21 H -12.1413 -11.9831 -8.1186  0.2446
22 H -13.1131 -12.5837 -9.5047  0.2372
23 C -14.3619 -17.0316 -11.5846  -0.7837
24 S -13.7135 -15.4014 -10.9721  1.2422
25 O -12.2442 -15.5827 -10.5993  -1.0456
26 C -13.6329 -14.6493 -12.6619  -0.7957
27 H -14.4321 -17.8580 -10.8773  0.2565
28 H -13.8067 -17.3472 -12.4679  0.2396
29 H -15.3297 -16.7236 -11.9804  0.2442
30 H -13.0817 -13.7602 -12.3556  0.2269
31 H -14.5891 -14.3239 -13.0716  0.2599
32 H -13.1182 -15.2464 -13.4147  0.2429
33 C -6.8343 -14.4429 -7.2310  -0.8013
34 S -6.8285 -14.7236 -9.0603  1.2471
35 O -8.1072 -15.3424 -9.5664  -1.0143
36 C -7.0063 -12.8525 -9.4319  -0.7932
37 H -7.8338 -14.0545 -7.0357  0.2268
38 H -6.0113 -13.7940 -6.9315  0.2661
39 H -6.8267 -15.4179 -6.7438  0.2368
40 H -6.2715 -12.1940 -8.9686  0.2475
41 H -7.9627 -12.4950 -9.0502  0.2331
42 H -6.9338 -12.6816 -10.5059  0.2350
43 C -12.1018 -14.8253 -5.8966  -0.8099
44 S -10.4556 -14.9452 -6.6382  1.2567
45 O -10.5993 -15.2572 -8.1034  -1.0175
46 C -9.8498 -16.5265 -5.8543  -0.8007
47 H -12.4292 -13.8384 -6.2237  0.2342
48 H -12.0110 -14.8089 -4.8105  0.2616
49 H -12.8033 -15.5210 -6.3571  0.2524
50 H -9.8280 -16.4255 -4.7692  0.2512
51 H -8.8456 -16.6173 -6.2682  0.2294
52 H -10.3343 -17.4708 -6.1024  0.2320
53 C -8.6538 -19.7403 -10.1353  -0.7816
54 S -9.3466 -18.7032 -8.7146  1.2285
55 O -10.0814 -17.5463 -9.4441  -1.0312
56 C -10.7068 -19.7963 -8.3428  -0.8104
57 H -9.4336 -20.0824 -10.8157  0.2427
58 H -8.0815 -20.6074 -9.8056  0.2496
59 H -8.0259 -19.0898 -10.7440  0.2451
60 H -11.5609 -19.6378 -9.0013  0.2623
61 H -11.0555 -19.3379 -7.4174  0.2293
62 H -10.3909 -20.8279 -8.1877  0.2621

frontier orbital gap (spin up / spin down): 10.437 / 6.875 eV
charge: +2
spin multiplicity: 4
expectation value of S²: 3.759

---

Density functional theory data (ωB97M-V with the def2-TZVPD basis set) for a structure of composition C13H38ClHfSi4TeTl.

Each line ends with the Mulliken charge.
Element x y z (Å)
1 Tl -1.5377 1.1084 -2.0730  0.6148
2 Cl -1.1130 3.4054 -3.0890  -0.5067
3 C -3.2469 -0.3732 -2.5656  -1.0967
4 H -3.5117 -1.0940 -1.8118  0.3124
5 H -2.9195 -0.8204 -3.4922  0.3947
6 H -4.1382 0.3020 -2.7829  0.3307
7 Hf 0.3648 -0.2508 -6.2249  1.0545
8 C 2.2757 0.6323 -6.7828  -1.1794
9 C -1.0893 0.0382 -7.8114  -1.1994
10 C 0.4581 -2.1949 -5.3629  -0.8301
11 H -1.6018 -0.9382 -7.9591  0.2826
12 H -1.8542 0.8071 -7.5511  0.3202
13 H -0.5866 0.3543 -8.7636  0.2822
14 H 3.1007 -0.0613 -6.4819  0.2831
15 H 2.3006 0.8133 -7.8901  0.2777
16 H 2.4310 1.6220 -6.2643  0.3219
17 H -0.4913 -2.7527 -5.4101  0.2351
18 H 1.1717 -2.2006 -4.4932  0.1917
19 C -2.9424 0.0053 1.4869  -0.7181
20 Si -1.4820 -1.1126 1.8714  0.3011
21 C -1.5333 -1.7658 3.6244  -1.0226
22 C -1.5611 -2.4953 0.5828  -0.9385
23 Si 0.4881 0.0486 1.3624  0.0924
24 Te 0.9184 -0.3893 -0.9854  -0.0193
25 Si 0.2086 2.2553 2.1679  0.2823
26 C -0.5723 2.2270 3.8795  -0.9280
27 C 1.9214 3.0286 2.2170  -1.1123
28 C -0.8868 3.2088 0.9607  -0.7959
29 Si 2.0840 -0.9623 2.7752  0.1383
30 C 1.7450 -0.7263 4.6128  -0.9813
31 C 2.0710 -2.7994 2.3695  -1.0383
32 C 3.7654 -0.2248 2.3698  -1.0389
33 H -3.8349 -0.4490 1.9292  0.3893
34 H -3.0950 0.0758 0.4023  -0.0230
35 H -2.8576 1.0219 1.8899  0.1615
36 H -2.4810 -2.3005 3.7745  0.4261
37 H -0.7263 -2.4730 3.8429  0.2624
38 H -1.4884 -0.9698 4.3755  0.3174
39 H -1.6910 -2.1019 -0.4304  0.1658
40 H -0.6555 -3.1127 0.5898  0.2820
41 H -2.4275 -3.1307 0.8258  0.3517
42 H 0.0773 1.7786 4.6377  0.2445
43 H -0.7650 3.2647 4.1840  0.4115
44 H -1.5307 1.6967 3.9067  0.2331
45 H 2.4394 2.8978 1.2596  0.3271
46 H 1.8210 4.1060 2.4001  0.3953
47 H 2.5552 2.6077 3.0057  0.2278
48 H -0.4524 3.2411 -0.0477  0.0672
49 H -1.8976 2.7923 0.8776  0.2661
50 H -0.9813 4.2463 1.3172  0.3595
51 H 0.8154 -1.1909 4.9539  0.2816
52 H 2.5722 -1.2090 5.1503  0.4073
53 H 1.7293 0.3269 4.9119  0.2627
54 H 2.2632 -2.9723 1.3055  0.2960
55 H 2.8784 -3.2697 2.9449  0.3936
56 H 1.1312 -3.2967 2.6302  0.2610
57 H 3.9634 -0.2479 1.2926  0.2808
58 H 3.8723 0.8090 2.7154  0.2758
59 H 4.5292 -0.8351 2.8702  0.3656

frontier orbital gap: 5.123 eV
charge: 0

---

DFT total energy / eV: -84000.5730 -71421.0687